50
Properties=species:S:1:pos:R:3:nbo_charge:R:1 method="wB97M-V/def2-TZVPD" largest_force_ev_per_a=1.48 charge=0 homo_lumo_gap_ev=8.82 e_lumo_ha=0.0202
C -2.0405 0.5611 -6.0888 -0.253
H -2.9022 1.0935 -5.6734 0.177
O -1.1820 0.0952 -5.0757 -0.488
C -0.5909 1.0007 -4.2524 0.316
C 0.2464 0.4718 -3.2729 -0.245
C 0.9023 1.3112 -2.3818 -0.022
C 0.7233 2.6936 -2.4626 -0.233
C -0.1076 3.2102 -3.4340 -0.186
C -0.7657 2.3803 -4.3288 -0.303
H -1.4076 2.8190 -5.0761 0.220
H -0.2519 4.2782 -3.5046 0.216
H 1.2342 3.3421 -1.7687 0.222
C 1.7694 0.7399 -1.3757 0.464
N 2.0152 -0.5269 -1.1933 -0.471
C 2.8865 -0.5866 -0.1402 0.023
C 3.1237 0.6893 0.3012 0.306
O 2.4225 1.5286 -0.4949 -0.400
C 3.9439 1.2285 1.4121 -0.673
H 3.9103 2.3141 1.3937 0.237
H 3.5508 0.8728 2.3635 0.253
H 4.9778 0.8980 1.3206 0.228
C 3.3321 -1.8605 0.4395 -0.602
H 3.3569 -2.6623 -0.2916 0.246
H 4.2900 -1.7592 0.9447 0.239
S 2.0935 -2.3591 1.7667 1.254
O 1.7109 -1.0885 2.4036 -1.006
C 0.7356 -2.7640 0.5766 -0.714
C -0.6149 -2.7667 1.2737 0.665
O -1.3178 -3.7553 1.3210 -0.624
N -0.9482 -1.5633 1.7750 -0.616
C -2.1274 -1.3577 2.5867 -0.064
H -2.7786 -2.2120 2.3876 0.236
C -1.7666 -1.2468 4.0856 -0.420
C -2.3835 0.0673 4.5674 -0.401
C -2.3698 0.9444 3.3193 -0.403
H -3.0288 1.8075 3.4017 0.211
H -1.3561 1.2992 3.1266 0.194
C -2.8067 -0.0251 2.2241 -0.409
H -3.8899 -0.1461 2.2489 0.205
H -2.5216 0.3038 1.2256 0.218
H -1.8283 0.5037 5.3962 0.211
H -3.4132 -0.0952 4.8901 0.195
H -2.1238 -2.1042 4.6525 0.217
H -0.6803 -1.2070 4.1841 0.215
H -0.2089 -0.8779 1.8832 0.421
H 0.9474 -3.7569 0.1864 0.249
H 0.7572 -2.0221 -0.2236 0.275
H 0.3849 -0.5947 -3.2126 0.243
H -1.5148 1.2126 -6.7943 0.176
H -2.3870 -0.3287 -6.6119 0.203

=====

47
Properties=species:S:1:pos:R:3:nbo_charge:R:1 method="wB97M-V/def2-TZVPD" largest_force_ev_per_a=0.69 charge=0 smiles="COc1ccc(CCNC(=S)Nc2ccc(C(C)C)cc2)cc1" homo_lumo_gap_ev=8.50 e_lumo_ha=0.0216
C -3.1720 -2.5877 2.0484 -0.253
H -2.2549 -2.1146 2.4155 0.174
O -3.0633 -2.9398 0.6918 -0.509
C -2.8534 -1.9523 -0.2222 0.375
C -2.7555 -0.5985 0.0722 -0.338
C -2.5290 0.3139 -0.9468 -0.197
C -2.4068 -0.0888 -2.2668 -0.050
C -2.5185 -1.4468 -2.5536 -0.184
C -2.7344 -2.3655 -1.5511 -0.268
H -2.8170 -3.4185 -1.7680 0.226
H -2.4334 -1.7868 -3.5747 0.217
C -2.1280 0.9084 -3.3586 -0.428
H -2.1389 1.9182 -2.9415 0.203
H -2.9031 0.8528 -4.1258 0.226
C -0.7758 0.6481 -4.0264 -0.213
N 0.2630 0.5354 -3.0326 -0.600
C 1.3567 -0.2254 -3.1947 0.301
N 2.2561 -0.2969 -2.1734 -0.603
C 2.1053 0.0641 -0.8329 0.123
C 0.8891 -0.0489 -0.1639 -0.214
C 0.7966 0.3149 1.1665 -0.205
C 1.8972 0.7813 1.8725 -0.020
C 3.1150 0.8576 1.2044 -0.205
C 3.2225 0.5052 -0.1249 -0.218
H 4.1764 0.5689 -0.6283 0.213
H 3.9963 1.1984 1.7266 0.212
C 1.7718 1.1744 3.3233 -0.234
C 2.1210 2.6513 3.5198 -0.595
H 1.4900 3.2777 2.8928 0.211
H 1.9708 2.9382 4.5582 0.208
H 3.1590 2.8411 3.2588 0.201
C 2.6524 0.2867 4.2055 -0.595
H 3.7038 0.4277 3.9683 0.201
H 2.5020 0.5320 5.2545 0.208
H 2.4048 -0.7619 4.0555 0.213
H 0.7288 1.0277 3.6265 0.199
H -0.1576 0.2212 1.6653 0.208
H 0.0251 -0.4547 -0.6673 0.225
H 3.1468 -0.6933 -2.4408 0.423
S 1.6897 -1.0272 -4.6031 -0.282
H 0.1862 1.1123 -2.2081 0.404
H -0.7873 -0.2892 -4.5882 0.235
H -0.5445 1.4576 -4.7315 0.200
H -2.4480 1.3630 -0.6960 0.209
H -2.8509 -0.2384 1.0847 0.219
H -3.3317 -3.5220 2.5842 0.202
H -4.0224 -1.9209 2.2257 0.175

=====

51
Properties=species:S:1:pos:R:3:nbo_charge:R:1 method="wB97M-V/def2-TZVPD" largest_force_ev_per_a=2.70 charge=0 homo_lumo_gap_ev="6.49 / 6.49" e_lumo_ha="-0.0017 / -0.0017"
Pt -0.0846 0.8625 -0.2769 0.541
C -3.9562 0.9824 2.2534 -0.673
C -2.6649 0.6126 1.5971 0.249
N -1.9130 1.4389 0.9840 -0.270
N -2.2641 2.7654 1.0566 -0.457
C -1.4921 3.5733 0.3664 0.300
N -1.8416 4.8891 0.4455 -0.796
S -0.1440 3.1955 -0.6697 -0.309
C -2.1691 -0.7915 1.6224 0.152
C -2.7859 -1.8892 2.0086 -0.238
C -2.0854 -3.1848 1.8622 -0.216
C -0.8498 -3.2781 1.3893 -0.180
C -0.0919 -2.0586 0.9845 -0.107
N -0.8663 -0.8535 1.1491 -0.485
H -4.3565 1.8803 1.7937 0.251
H -3.8152 1.1874 3.3179 0.236
H -4.6734 0.1656 2.1594 0.220
H -2.4436 5.1435 1.2115 0.395
H -1.1456 5.5577 0.1674 0.394
H -3.7866 -1.8492 2.4237 0.216
H -2.6036 -4.0875 2.1633 0.214
H -0.3515 -4.2408 1.3398 0.213
H 0.9497 -2.0069 1.2884 0.198
C 2.8343 -3.2804 -3.4312 -0.798
Se 1.9420 -2.8201 -1.7629 0.306
C 3.3959 -1.7419 -1.0581 -0.587
C 3.5426 -0.4130 -1.7717 -0.572
Se 2.1899 0.9732 -1.4503 0.477
C 1.3888 0.8699 -3.2321 -0.775
H 3.8445 -3.6364 -3.2373 0.215
H 2.8557 -2.4333 -4.1138 0.209
H 2.2561 -4.0827 -3.8837 0.236
H 4.3030 -2.3347 -1.1794 0.223
H 3.2178 -1.6141 0.0077 0.233
H 3.5552 -0.5609 -2.8494 0.224
H 4.4643 0.0928 -1.4834 0.230
H 2.1445 1.0862 -3.9846 0.212
H 0.5970 1.6121 -3.2705 0.251
H 0.9719 -0.1259 -3.3559 0.237
C -0.5184 -1.2229 -0.2260 -0.104
C -1.5061 -1.7179 -1.2189 -0.111
C -1.4633 -3.0359 -1.6748 -0.139
C -2.3198 -3.4759 -2.6742 -0.238
C -3.2411 -2.6028 -3.2385 -0.220
C -3.2959 -1.2897 -2.7938 -0.213
C -2.4337 -0.8502 -1.7972 -0.202
H -0.7491 -3.7224 -1.2391 0.203
H -2.2705 -4.5050 -3.0107 0.208
H -3.9108 -2.9444 -4.0190 0.210
H -4.0079 -0.5989 -3.2295 0.212
H -2.4691 0.1788 -1.4644 0.221

=====

54
Properties=species:S:1:pos:R:3:mulliken_spin:R:1 method="wB97M-V/def2-TZVPD" multiplicity=2 largest_force_ev_per_a=0.32 charge=+2 homo_lumo_gap_ev="6.98 / 5.51" e_lumo_ha="-0.2227 / -0.2802"
Re -0.4820 0.4346 0.1301 -0.072
C 1.2406 3.1888 3.1407 0.075
C 2.4901 2.6217 3.3582 -0.023
C 2.7922 1.4217 2.7450 0.100
C 1.8363 0.8060 1.9431 0.054
N 0.6107 1.3717 1.7162 0.075
C 0.3500 2.5460 2.3056 -0.016
C 2.0045 -0.4941 1.3406 0.265
C 3.1914 -1.2635 1.1809 -0.087
C 3.1269 -2.4731 0.5808 0.227
C 1.8004 -3.0812 0.2749 0.025
C 0.6829 -2.3100 0.8715 0.370
N 0.7991 -1.0019 0.9437 -0.150
H 0.9653 4.1305 3.5933 0.001
H 3.2132 3.1118 3.9954 0.000
H 3.7510 0.9464 2.8970 0.006
H -0.6026 2.9987 2.0641 0.011
H 4.1448 -0.8480 1.4777 0.002
H 4.0203 -3.0395 0.3572 -0.003
H 1.7715 -4.1513 0.4678 0.013
H -0.3151 -2.7236 0.8321 0.041
N -2.0667 0.6247 1.6437 -0.001
C -3.2910 1.2386 1.0570 0.001
C -2.8859 2.3618 0.1288 -0.002
N -1.8863 1.8385 -0.8326 0.001
H -2.2917 -0.3163 1.9605 0.000
H -1.7863 1.1316 2.4786 0.001
H -3.9687 1.5910 1.8336 0.000
H -3.8028 0.4595 0.4931 0.000
H -2.4176 3.1746 0.6841 0.000
H -3.7618 2.7718 -0.3748 0.000
H -1.4040 2.6230 -1.2641 -0.001
H -2.3639 1.3612 -1.5956 -0.001
N 0.7438 -0.2015 -3.9114 0.000
C 0.6774 0.1220 -2.6333 0.005
O -0.3114 -0.2198 -1.9315 -0.002
C 1.7416 0.8923 -1.9384 -0.006
C 1.0414 1.6785 -0.8143 0.022
H 0.0043 -0.7341 -4.3439 0.000
H 1.5341 0.0670 -4.4741 0.000
H 2.3206 1.5157 -2.6213 0.000
H 2.4289 0.1460 -1.5220 -0.002
H 0.5956 2.5767 -1.2630 0.002
H 1.8235 2.0613 -0.1603 -0.003
N -3.3495 -2.3660 -1.5990 0.000
C -2.1033 -2.1727 -1.1765 -0.004
O -1.8779 -1.3327 -0.2686 0.005
C -1.0938 -3.0802 -1.7844 0.010
C -1.5617 -4.1674 -2.5850 0.005
N -1.9785 -4.9905 -3.2709 0.002
C 0.2148 -3.0105 -1.4996 -0.012
N 1.3691 -2.8801 -1.2141 0.067
H -4.1007 -1.8674 -1.1512 0.000
H -3.5830 -3.0880 -2.2656 0.000

=====

45
Properties=species:S:1:pos:R:3:nbo_charge:R:1 method="wB97M-V/def2-TZVPD" largest_force_ev_per_a=0.71 charge=+1 smiles="C=CC[NH2+]CCCCOc1ccccc1-c1ccccc1" homo_lumo_gap_ev=9.79 e_lumo_ha=-0.0794
C -2.9044 -2.7117 -1.6043 -0.326
C -1.9059 -1.9146 -1.2747 -0.242
C -1.8888 -0.4383 -1.5358 -0.261
N -1.5960 0.2995 -0.2823 -0.580
H -1.3424 1.2774 -0.4896 0.455
H -0.7367 -0.1316 0.1785 0.483
C -2.6925 0.2497 0.7092 -0.226
C -2.2063 0.6311 2.1040 -0.422
H -3.0933 0.7798 2.7200 0.245
H -1.6764 1.5849 2.0674 0.210
C -1.3291 -0.4338 2.7776 -0.434
C 0.1663 -0.3288 2.4937 -0.057
H 0.5230 0.6922 2.6832 0.180
H 0.7073 -1.0049 3.1612 0.202
O 0.4324 -0.6829 1.1356 -0.587
C 1.7827 -0.8018 0.7754 0.357
C 2.5753 -1.7801 1.3553 -0.261
C 3.8837 -1.9466 0.9390 -0.183
C 4.3966 -1.1477 -0.0690 -0.199
C 3.6004 -0.1837 -0.6575 -0.169
C 2.2882 0.0152 -0.2383 -0.131
C 1.4643 1.0590 -0.8791 -0.064
C 1.2663 1.0417 -2.2580 -0.211
C 0.4886 2.0109 -2.8691 -0.204
C -0.1048 3.0093 -2.1118 -0.220
C 0.1023 3.0471 -0.7402 -0.251
C 0.8893 2.0823 -0.1283 -0.180
H 1.0871 2.1426 0.9318 0.215
H -0.3215 3.8479 -0.1520 0.231
H -0.7024 3.7697 -2.5897 0.233
H 0.3543 1.9951 -3.9396 0.233
H 1.7315 0.2664 -2.8482 0.233
H 3.9957 0.4460 -1.4401 0.227
H 5.4150 -1.2783 -0.3987 0.231
H 4.4961 -2.7068 1.3970 0.231
H 2.1638 -2.4197 2.1213 0.226
H -1.6749 -1.4301 2.4970 0.218
H -1.4422 -0.3406 3.8575 0.242
H -3.0845 -0.7698 0.7205 0.230
H -3.4901 0.9230 0.3884 0.224
H -2.8462 -0.1028 -1.9402 0.222
H -1.0991 -0.2001 -2.2540 0.244
H -1.0120 -2.3021 -0.8047 0.214
H -2.8659 -3.7709 -1.4228 0.220
H -3.7950 -2.3427 -2.0856 0.202

=====

50
Properties=species:S:1:pos:R:3:nbo_charge:R:1 method="wB97M-V/def2-TZVPD" largest_force_ev_per_a=3.02 charge=0 smiles="O=C1C=C(Cc2ccccc2)C(=O)O1.CCOC(C)=O.CCOC(C)=O" homo_lumo_gap_ev=8.30 e_lumo_ha=-0.0066
O 7.2636 -1.2950 -1.0135 -0.506
C 6.3567 -0.5556 -1.2277 0.774
C 5.4172 0.1727 -0.2273 -0.325
C 4.4553 0.6786 -1.0511 -0.008
C 3.1722 1.5155 -0.7623 -0.474
C 1.9719 0.4776 -0.7244 -0.041
C 0.9465 0.4162 -1.7708 -0.141
C -0.0931 -0.6299 -1.6300 -0.247
C -0.0705 -1.5541 -0.4823 -0.217
C 0.9485 -1.4787 0.5744 -0.227
C 1.9701 -0.4456 0.4361 -0.233
C 4.7016 0.2877 -2.5426 0.767
O 3.8942 0.3655 -3.4087 -0.495
O 6.0152 -0.1875 -2.5565 -0.513
H 5.4574 0.2779 0.8751 0.253
H 3.2737 1.9226 0.2759 0.224
H 2.9840 2.3204 -1.5194 0.257
H 0.9382 1.1193 -2.6360 0.252
H -0.9017 -0.7795 -2.3856 0.219
H -0.8377 -2.3638 -0.3907 0.239
H 1.0107 -2.1668 1.4457 0.225
H 2.7727 -0.3344 1.2089 0.204
O -0.0447 2.9594 -2.6096 -0.582
C -1.2435 3.0019 -2.7143 0.809
O -1.8705 2.1639 -3.5586 -0.507
C -3.2923 1.9947 -3.6175 -0.068
C -3.9289 3.0297 -4.5222 -0.637
C -2.0496 4.0429 -1.9831 -0.743
H -3.7280 1.9875 -2.6164 0.178
H -3.4609 1.0007 -4.0341 0.201
H -3.7713 4.0423 -4.1470 0.207
H -5.0031 2.8566 -4.6077 0.220
H -3.4850 2.9879 -5.5185 0.222
H -2.0509 4.9661 -2.5631 0.246
H -1.5770 4.2266 -1.0183 0.248
H -3.0728 3.7402 -1.7714 0.217
O -1.7133 -3.0963 1.8510 -0.576
C -1.6353 -2.8587 3.0275 0.803
O -0.9569 -3.6935 3.8373 -0.508
C -0.6394 -3.4072 5.2048 -0.068
C -1.7790 -3.7965 6.1239 -0.637
C -2.3648 -1.6870 3.6312 -0.745
H -0.3388 -2.3646 5.3275 0.176
H 0.2374 -4.0109 5.4438 0.200
H -2.6822 -3.2232 5.9083 0.207
H -1.5053 -3.6301 7.1673 0.219
H -2.0322 -4.8497 5.9898 0.222
H -3.3939 -1.9777 3.8438 0.245
H -2.3647 -0.8734 2.9057 0.250
H -1.8998 -1.2945 4.5331 0.216

=====

57
Properties=species:S:1:pos:R:3:nbo_charge:R:1 method="wB97M-V/def2-TZVPD" largest_force_ev_per_a=5.83 charge=+1 homo_lumo_gap_ev=8.72 e_lumo_ha=-0.1300
O -3.3003 0.0214 4.3902 -0.486
C -2.9405 -0.1801 3.1969 0.531
Cl -4.2669 -0.3900 1.9706 -0.040
C -1.3726 -0.2436 2.9274 -0.508
C -0.9825 -0.5833 1.3768 -0.076
C 0.3933 0.1844 1.1014 -0.285
N 1.1374 -0.2034 -0.1424 -0.377
C 0.9885 0.8488 -1.2488 -0.611
B -0.5195 1.0126 -1.8241 1.190
O -0.8666 2.3275 -2.3703 -0.922
O -1.5365 0.0016 -1.9018 -0.928
C 0.9176 -1.6054 -0.6400 -0.271
C -0.3437 -2.3821 -0.0356 -0.265
N -0.6801 -2.0713 1.3852 -0.615
H -0.9673 -1.1094 3.5802 0.268
H -0.8133 0.6971 3.2977 0.260
H -1.8385 -0.3159 0.6768 0.232
H 1.0913 0.0440 2.0022 0.244
H 0.1504 1.3124 1.0836 0.273
H 2.1501 -0.1475 0.1050 0.440
H 1.2722 1.8471 -0.7332 0.277
H 1.7796 0.7069 -2.0752 0.274
H -0.6726 2.2103 -3.3392 0.506
H -2.3249 0.3172 -1.3878 0.520
H 1.8541 -2.2293 -0.3640 0.236
H 0.8895 -1.6340 -1.7963 0.249
H -0.0803 -3.5096 -0.0667 0.257
H -1.3119 -2.2842 -0.6406 0.235
H 0.0879 -2.2798 2.0387 0.361
C -0.1287 -3.2445 -6.7747 -0.170
C -1.0135 -3.2189 -5.7001 -0.212
C -0.6554 -3.8015 -4.4889 -0.215
C 0.5958 -4.4043 -4.3637 0.071
C 1.4829 -4.4399 -5.4382 -0.205
C 1.1148 -3.8570 -6.6464 -0.206
N 0.9875 -4.9971 -3.0827 0.512
O 0.1751 -4.9638 -2.1658 -0.401
O 2.1032 -5.4872 -2.9991 -0.360
H -0.4096 -2.7839 -7.7170 0.228
H -1.9820 -2.7415 -5.8065 0.229
H -1.3539 -3.7749 -3.6595 0.247
H 2.4559 -4.9111 -5.3505 0.253
H 1.7989 -3.8765 -7.4883 0.232
C 0.4861 5.8859 5.8688 -0.150
C -0.2723 6.2019 4.7447 -0.204
C -0.2647 5.3582 3.6400 -0.195
C 0.5045 4.1951 3.6736 0.065
C 1.2722 3.8770 4.7937 -0.199
C 1.2602 4.7286 5.8923 -0.206
N 0.4961 3.2916 2.5239 0.524
O -0.1737 3.6096 1.5499 -0.375
O 1.1576 2.2590 2.5971 -0.433
H 0.4732 6.5446 6.7318 0.233
H -0.8721 7.1057 4.7320 0.236
H -0.8600 5.6159 2.7708 0.251
H 1.8769 2.9772 4.8261 0.245
H 1.8511 4.4895 6.7700 0.234

=====

53
Properties=species:S:1:pos:R:3:nbo_charge:R:1 method="wB97M-V/def2-TZVPD" largest_force_ev_per_a=1.11 charge=0 smiles="CC(C)C[C@H](NC(=O)[C@H](Cc1ccccc1)NC(=O)c1cnccn1)B(O)O" homo_lumo_gap_ev=9.18 e_lumo_ha=0.0011
C -4.5431 0.9968 -1.2609 -0.599
H -4.9551 0.1468 -0.7208 0.210
H -5.2886 1.3343 -1.9791 0.203
H -3.6691 0.6564 -1.8130 0.186
C -4.1933 2.1255 -0.2908 -0.228
C -5.4511 2.5814 0.4445 -0.598
H -6.1671 3.0144 -0.2517 0.195
H -5.9254 1.7413 0.9470 0.203
H -5.1880 3.3251 1.1909 0.222
C -3.5320 3.3087 -1.0206 -0.393
H -3.9633 4.2448 -0.6676 0.220
H -3.7328 3.2353 -2.0937 0.192
C -2.0164 3.4032 -0.7939 -0.353
N -1.3791 2.1482 -1.1635 -0.581
C -0.6828 1.4877 -0.2454 0.695
O -0.4622 1.9696 0.8605 -0.615
C -0.1879 0.0972 -0.6122 -0.129
N 1.1067 -0.1184 -0.0266 -0.610
C 2.0657 -0.8394 -0.6361 0.656
O 2.0210 -1.2037 -1.7959 -0.617
C 3.2231 -1.1504 0.2596 0.056
N 3.1552 -0.7609 1.5312 -0.390
C 4.1740 -1.0711 2.3139 -0.004
C 5.2693 -1.7798 1.8324 0.002
N 5.3390 -2.1754 0.5705 -0.373
C 4.3226 -1.8642 -0.2158 0.038
H 4.3684 -2.1852 -1.2463 0.225
H 6.1064 -2.0407 2.4647 0.202
H 4.1040 -0.7466 3.3432 0.203
H 1.2331 0.1357 0.9447 0.441
H -0.0775 -0.0270 -1.6948 0.237
C -1.2026 -0.9413 -0.0650 -0.414
C -0.6662 -2.3221 -0.3088 -0.035
C 0.1579 -2.9293 0.6306 -0.227
C 0.7341 -4.1594 0.3694 -0.197
C 0.4916 -4.7974 -0.8343 -0.216
C -0.3357 -4.2036 -1.7718 -0.213
C -0.9077 -2.9720 -1.5115 -0.155
H -1.5436 -2.5073 -2.2515 0.199
H -0.5274 -4.6971 -2.7130 0.213
H 0.9482 -5.7536 -1.0421 0.214
H 1.3796 -4.6173 1.1053 0.212
H 0.3513 -2.4349 1.5724 0.213
H -2.1617 -0.8005 -0.5643 0.221
H -1.3331 -0.7600 1.0036 0.224
H -1.5882 1.7397 -2.0620 0.401
H -1.6302 4.1775 -1.4731 0.200
B -1.5726 3.7835 0.7460 1.086
O -2.4789 3.5971 1.7391 -0.908
H -2.1652 3.9298 2.5800 0.495
O -0.5573 4.6746 0.9798 -0.909
H 0.0715 4.8009 0.2736 0.490
H -3.4902 1.7494 0.4562 0.210